Density functional theory data (ωB97M-V with the def2-TZVPD basis set) for 7 unconnected molecules or ions with the total composition C50H115BFNO10 in a non-equilibrium geometry.

Structure (XYZ):
```
178
Properties=species:S:1:pos:R:3:forces:R:3:lowdin_charge:R:1
H 1.11841 0.02725 -0.76804 -0.55 -0.49 -0.80 0.12
C -2.36932 -2.45084 -2.55431 0.90 0.40 0.56 -0.08
C -8.17298 5.80282 -3.16931 -0.04 0.09 0.09 -0.08
H 0.19949 2.31615 6.23314 0.06 -0.20 0.03 0.11
C -1.44554 4.00852 -4.03623 -0.09 -0.05 0.01 -0.28
C -1.34277 -2.22708 -4.94178 -1.00 -1.50 0.38 -0.23
H -0.81849 -2.61469 3.46243 0.50 0.66 -0.62 0.09
H 4.29486 -3.67005 -4.26178 -0.10 0.71 0.41 0.07
H -3.32648 -2.44879 -3.12339 0.79 -0.28 0.33 0.12
H 3.73055 1.57194 6.95324 0.02 0.07 0.05 0.11
H 2.95783 3.59336 6.62827 -0.04 0.09 0.01 0.06
H -3.28347 3.58568 -5.08398 0.06 -0.03 0.01 0.08
C 2.00720 3.45492 6.11089 0.13 -0.04 0.00 -0.08
H 4.41063 7.12722 6.23039 0.05 0.06 0.02 0.11
H 1.49441 4.41851 6.08975 0.00 -0.04 0.00 0.08
H -3.22056 6.03446 -3.58349 -0.02 -0.04 0.11 0.10
H 6.49966 8.00974 5.06134 -0.05 0.07 0.04 0.07
C -2.84498 3.42320 -4.09670 -0.16 0.03 0.08 -0.07
H -0.82247 3.51115 -4.78292 0.03 0.19 -0.02 0.11
H -1.86175 5.18134 -1.60178 -0.10 0.03 0.02 0.06
H 5.87148 -3.63918 -0.28845 -0.04 -0.08 -0.18 0.12
C 5.34779 -6.70783 -1.39447 -0.06 -0.05 0.07 -0.28
H 6.77373 -4.72317 1.74196 -0.01 0.00 -0.04 0.08
H 6.00264 -2.80658 -8.41603 -0.51 -0.62 0.42 0.11
H 4.65812 -1.87228 -3.99162 -0.19 -1.05 0.07 0.07
H -0.76396 -3.05420 6.31730 -0.60 0.54 0.15 0.07
H -0.19097 -2.34230 -3.11123 -0.53 0.54 0.01 0.14
N 4.47629 -3.99916 -9.24601 0.48 -0.07 0.53 -0.02
C -2.99393 -4.59247 0.19188 -1.46 -0.95 0.86 -0.27
O -1.39712 5.39566 -4.33051 0.18 0.08 -0.19 -0.16
C -2.93656 -6.15891 0.29929 0.05 0.61 -0.46 -0.08
H -2.51313 -1.69750 -1.73613 0.04 -0.70 -0.69 0.11
H 6.17703 -7.25002 -0.92808 -0.03 -0.03 0.07 0.11
C 4.02200 -7.08973 -0.75811 -0.07 0.09 0.08 -0.08
C 4.03605 -2.75436 -3.68390 -0.50 0.77 0.18 -0.12
O -6.04243 5.53668 -1.96970 0.25 0.06 -0.09 -0.17
H 1.28431 0.79201 -7.93395 0.26 -0.43 0.82 0.11
C -7.51932 -0.82428 5.37889 -0.04 0.09 0.09 -0.08
H -5.68525 -1.67125 4.67500 0.13 0.05 0.14 0.12
H 2.61952 2.41858 9.08733 0.09 0.02 0.00 0.06
C 3.51805 -1.36054 -8.26953 0.89 0.36 0.34 -0.21
H 5.46328 -4.21399 -7.37144 -0.09 0.65 -0.42 0.10
H -7.15053 3.94868 -2.70165 -0.08 0.01 0.02 0.11
H 3.48824 0.40338 -2.39953 -0.11 0.11 0.76 0.10
H 2.34579 -2.32819 -5.00086 -0.56 0.06 0.87 0.07
C -6.57936 5.67624 -0.66455 -0.07 -0.07 0.06 -0.28
H 3.25260 -0.05392 7.39363 -0.16 0.00 -0.12 0.12
C 6.50973 5.40756 5.90720 0.04 0.06 0.09 -0.28
H -0.66618 6.43316 -1.92332 -0.06 0.03 -0.02 0.08
H -2.88838 -4.68216 -6.95939 0.58 0.64 0.16 0.07
H -0.97794 3.81285 -3.06433 -0.07 -0.03 0.06 0.10
C -2.04253 -3.80474 -1.84443 -0.12 0.36 -0.89 -0.21
C -6.25501 -1.63500 5.60583 -0.09 -0.01 0.01 -0.28
H -5.12910 -0.49068 8.49310 0.08 0.01 -0.18 0.12
H -0.92751 -0.27039 6.40152 -0.24 -0.60 -0.41 0.09
H 2.23437 3.15744 5.08494 -0.03 0.02 0.03 0.08
H -7.39731 6.40414 -0.66682 -0.07 -0.04 0.01 0.11
O -5.38863 -1.07763 6.58068 0.24 0.07 -0.06 -0.17
H 4.68587 -4.73993 0.38195 0.01 -0.05 0.07 0.11
H 3.98227 -6.81721 0.29767 0.03 -0.08 0.01 0.06
H -3.91114 -4.27081 0.75676 0.79 -0.12 -0.44 0.12
H -3.51193 3.88112 -3.36304 0.03 -0.06 0.05 0.06
H -1.42694 -4.36941 -4.61417 -0.81 0.29 -0.17 0.10
C 5.12496 -3.40248 -8.05732 -0.41 0.82 0.20 -0.28
H 0.47537 -0.02641 4.44117 0.14 -0.82 0.45 0.10
H 0.39962 -1.57952 -1.19530 0.13 0.74 -0.20 0.12
H -0.38172 1.18704 -2.42429 -0.09 -0.94 -0.25 0.15
H -3.93520 -6.54088 -0.03270 0.88 0.20 0.35 0.08
F -0.09303 -2.36619 -5.58511 -0.58 0.44 0.39 -0.04
H 5.33518 -7.00741 -2.44385 0.06 0.18 -0.01 0.12
C -2.04440 -3.62676 -5.16440 0.44 0.39 -1.20 -0.18
H -2.81630 2.34929 -3.89909 0.05 0.02 -0.04 0.07
H -6.49464 -2.67258 5.86192 -0.08 0.00 0.02 0.11
H -2.70999 -6.52503 1.32657 -0.13 0.30 -0.73 0.07
C -5.92359 -0.92713 7.88525 -0.08 -0.07 0.05 -0.28
H 0.72239 -1.95877 2.73277 -0.81 0.15 0.01 0.10
H -1.96847 -1.47020 -5.46823 0.80 -0.10 0.42 0.16
H 0.72595 -0.40589 1.27158 -0.65 0.87 -0.04 0.10
H -0.18936 1.19502 1.47434 0.14 -0.80 -0.21 0.11
C 6.44741 5.78527 7.37758 -0.11 0.07 0.05 -0.08
O 0.77200 0.27391 -4.91769 0.64 0.10 0.55 -0.14
H 2.66522 1.21912 -5.26711 -0.55 -0.51 -0.25 0.12
C 2.90185 1.37409 8.94638 -0.11 0.07 0.06 -0.08
H -2.37899 -2.31784 6.88006 0.66 -0.14 -0.39 0.06
H 0.86706 2.71898 7.80154 0.05 0.06 0.02 0.11
O 5.60377 -5.31362 -1.38236 0.03 0.12 -0.19 -0.17
C -1.09600 -0.63238 2.43062 0.46 0.23 -0.11 -0.20
H -1.99834 -1.15889 2.04190 0.59 0.59 -0.02 0.10
H -1.17582 -3.61147 -1.15826 -0.77 -0.22 -0.24 0.12
H 0.92433 -1.68210 5.13073 -0.58 0.65 -0.10 0.11
C -0.23756 -1.68462 3.22633 -0.20 0.57 1.67 -0.20
H -3.11563 -3.61574 -4.87152 0.91 0.01 0.30 0.11
H 4.66896 -1.92546 -6.41529 -0.27 -0.36 -0.82 0.09
H -7.16505 -2.71427 7.95208 -0.05 0.05 0.05 0.06
H 5.70849 5.17092 7.89820 0.07 0.00 -0.03 0.08
H -7.39017 4.52690 0.97100 0.04 0.01 -0.03 0.08
H -2.13791 -4.06438 0.67167 -0.30 -0.39 -0.63 0.11
H -6.73083 -2.06285 9.53215 0.04 0.01 -0.03 0.08
B 2.33340 -0.87335 -3.21867 0.35 -0.43 0.67 -0.37
H -6.34209 4.95773 -3.88205 0.14 0.05 0.14 0.12
O 1.71705 1.11500 6.80697 -0.12 -0.20 -0.09 -0.18
H -8.13257 -0.76136 6.27932 -0.04 -0.08 -0.04 0.06
O -1.22506 -0.45784 -3.27053 1.28 -0.22 0.45 -0.08
H 5.03402 8.82976 4.52116 0.00 -0.04 0.00 0.08
H -1.63717 0.60547 -0.46895 0.32 -0.66 0.19 0.12
C -1.62541 -2.39539 6.06732 -0.19 0.59 -1.03 -0.11
H 6.80364 4.35980 5.82382 -0.15 0.01 -0.12 0.12
C 2.96095 0.99466 7.47637 0.04 0.06 0.07 -0.28
H 3.74723 6.72364 4.66077 0.07 -0.18 0.02 0.12
C -6.91013 4.98792 -2.94987 -0.10 -0.01 0.00 -0.28
H 3.86263 -8.16745 -0.83036 0.01 0.04 -0.03 0.08
H 6.58772 -6.31936 1.01371 -0.05 0.04 0.07 0.06
H -5.78549 6.10668 -0.05158 0.08 0.01 -0.18 0.12
H -2.31212 6.87705 -1.42351 0.02 -0.01 -0.05 0.08
C 0.21755 -0.48030 -1.20009 -0.86 0.95 0.45 -0.12
H -8.77992 5.35519 -3.95832 0.04 0.01 0.01 0.08
H -2.04092 -0.54277 5.01633 0.77 -0.07 0.26 0.09
C 1.68453 0.99019 -5.74688 -1.09 0.31 -1.50 -0.19
H -7.92121 6.82520 -3.45930 0.01 -0.05 -0.03 0.08
H -1.46337 0.16975 3.11530 0.19 -0.82 -0.29 0.09
H -6.74224 -0.19995 7.87800 -0.07 -0.04 0.01 0.11
H -2.01408 -3.10702 -7.33818 0.05 -0.88 0.29 0.08
C -7.02230 4.36228 -0.04365 -0.01 -0.12 -0.08 -0.08
C 0.12464 -1.06633 4.65609 -1.06 0.17 -1.07 -0.21
H 3.46586 -3.98372 -9.17233 0.20 0.08 -0.20 0.06
H 4.80032 -3.57011 -10.10342 -0.39 0.00 0.15 0.06
C 1.82021 0.23165 -7.12389 0.88 0.39 -0.27 -0.14
H 1.19589 1.97716 -5.98551 0.59 -0.58 0.42 0.12
O -3.22722 -4.23561 -1.17089 1.21 0.49 0.79 -0.16
H -1.71866 -4.62068 -2.53595 -0.21 0.70 0.30 0.11
C 2.50885 -2.31497 -3.90220 1.71 -0.42 0.87 -0.12
H 2.56249 -1.77346 -8.67524 0.64 0.55 0.30 0.10
C -1.15655 -1.87438 -3.40503 -1.66 -0.82 -1.40 -0.24
C 4.15777 -2.41270 -7.28373 -0.29 -0.65 -0.49 -0.20
H 3.33784 -3.04711 -6.84787 0.65 0.55 -0.25 0.10
H 7.42121 5.63849 7.84883 -0.04 -0.02 -0.03 0.08
O 5.26626 5.52613 5.23593 -0.12 -0.20 -0.10 -0.17
C -0.94771 -0.20110 -0.13934 1.56 -0.77 0.37 -0.16
C -0.10056 0.11705 -2.61734 0.72 0.93 0.56 -0.25
C -2.01895 -4.02869 -6.70893 0.28 -0.12 1.07 -0.10
H -2.14794 -2.87004 5.19469 0.37 0.17 0.83 0.06
C -0.27342 0.10314 1.27468 -1.04 -1.42 -0.13 -0.17
H 7.72696 -5.17366 0.31514 -0.04 0.04 0.02 0.08
H -2.17494 -6.52092 -0.43038 -0.44 0.05 0.67 0.07
H 4.20047 -1.22813 -9.15132 -0.48 -0.24 0.72 0.10
H -5.52907 -2.93910 8.56153 -0.03 0.06 0.03 0.08
H 4.05929 0.22351 -6.78409 -0.73 -0.28 -0.57 0.10
H 3.19701 -6.57763 -1.25962 0.05 -0.05 -0.01 0.08
C -1.16621 -0.96437 5.56256 0.61 -0.83 0.33 -0.25
H 1.90655 -3.08983 -3.35604 0.07 0.62 -0.82 0.11
O 3.27097 -0.51520 -2.18697 -0.92 -0.17 -2.07 0.09
H -7.82234 3.88969 -0.61540 -0.05 0.05 0.06 0.06
H 2.16265 0.76193 9.46881 0.07 0.00 -0.03 0.08
C 6.74920 -5.26279 0.79344 0.06 -0.12 -0.02 -0.08
H 3.60271 0.80971 -8.40223 -0.53 -0.34 0.79 0.10
C 4.68303 6.81896 5.21522 0.04 0.08 0.02 -0.28
H -7.26928 0.19625 5.08094 0.01 -0.05 -0.02 0.08
C -1.72456 6.17869 -2.02263 0.09 -0.10 0.06 -0.08
C 1.19497 0.22305 -3.55052 0.20 0.44 0.15 -0.18
C -2.15112 6.24419 -3.47908 -0.08 -0.03 0.10 -0.28
C 5.55047 7.86839 4.54190 0.13 -0.02 -0.02 -0.08
H 1.35632 -0.78452 -7.09697 0.28 0.88 0.47 0.10
H 6.16275 6.82890 7.51940 0.09 0.01 0.00 0.07
C 5.66510 -4.69598 -0.10702 0.01 -0.03 0.07 -0.28
H 3.87627 1.22584 9.41620 -0.04 -0.02 -0.03 0.08
H -1.46104 -1.18583 0.00767 -0.08 1.11 -0.29 0.08
C 1.13715 2.40914 6.78613 0.04 0.11 -0.01 -0.28
C -6.36446 -2.23601 8.51837 -0.01 -0.12 -0.08 -0.08
H -1.99930 7.26114 -3.84541 0.10 -0.11 -0.15 0.12
H 4.25338 -2.90440 -2.59915 -0.18 -0.07 -0.91 0.06
H -1.10392 -4.64741 -6.84787 -0.57 0.70 -0.40 0.07
H 5.77947 7.57241 3.51596 -0.05 0.01 0.03 0.08
H -6.18758 3.65812 -0.00530 -0.03 0.06 0.03 0.08
H 1.65402 1.23466 -3.32118 -0.50 -0.72 0.14 0.15
H -8.12473 -1.27934 4.59287 0.04 0.01 0.01 0.08
H 7.27893 5.98678 5.38602 0.02 0.06 0.05 0.11
H -8.78525 5.85993 -2.26782 -0.04 -0.08 -0.04 0.07
C 3.31337 0.07140 -7.60957 -0.09 -0.73 -0.67 -0.19
```
Forces are in eV/Å.

Summary:
Maximum force ... 2.320 eV Å⁻¹
HOMO energy ... -0.32432 hartree
SMILES ... CCCCCCCC[C@H](O[C@@H](CCOCC)[C@@H](F)CC)[C@H](OCCCCCCN)B(O)CC.CCOCC.CCOCC.CCOCC.CCOCC.CCOCC.CCOCC
Net charge ... 0
Orbital gap ... 9.284 eV